No. 1
{"formula": "C10H18Si", "method": "ωB97M-V/def2-TZVPD", "species": ["Si", "C", "C", "C", "C", "C", "C", "C", "C", "C", "C", "H", "H", "H", "H", "H", "H", "H", "H", "H", "H", "H", "H", "H", "H", "H", "H", "H", "H"], "positions_angstrom": [[-1.4425, -0.4209, -0.0715], [-2.8523, 0.2614, -1.2243], [-0.1715, 2.0386, 1.0514], [0.8447, 1.2778, -1.0344], [-2.2311, -0.7022, 1.6648], [3.7748, -0.7149, 0.2005], [1.9990, 0.5913, -1.1285], [-0.9612, -1.9529, -1.1614], [-0.0048, 0.8787, 0.1347], [2.4204, -0.1061, 0.0810], [1.5051, -0.0499, 1.0295], [3.8199, -1.8435, 0.4383], [-3.8601, 0.0853, -0.8044], [0.7448, 2.5104, 1.3718], [2.6884, 0.7856, -2.0430], [-2.7861, -0.1367, -2.2118], [-1.7885, -2.4966, -1.3353], [1.4350, -0.3650, 2.1025], [-2.9674, 1.3451, -1.2737], [-0.5696, 1.6610, 1.9239], [-0.5346, -1.5693, -2.0101], [4.2735, -0.6729, -0.7409], [-2.6142, 0.1536, 2.0287], [-1.5977, -1.1558, 2.3411], [-2.9371, -1.4929, 1.6774], [0.3723, 1.9384, -1.6524], [-0.7813, 2.9292, 0.5283], [4.3200, -0.2181, 0.8838], [-0.0977, -2.5588, -0.7659]], "forces_ev_per_angstrom": [[-0.5, 0.2, -0.7], [-0.4, 0.8, 1.8], [-1.1, 2.7, -2.1], [-0.1, -3.5, 1.9], [1.4, -2.2, -3.1], [-1.4, -3.4, -1.8], [1.0, 2.1, -2.5], [3.4, 1.4, 4.2], [4.1, -1.9, 1.5], [-0.2, -0.7, 0.1], [-3.9, 1.0, -0.3], [-0.5, 1.7, 0.0], [0.4, -0.8, -0.1], [0.6, 0.0, -0.3], [-1.0, -0.6, 1.8], [0.0, -0.3, -0.7], [-2.8, -2.1, -0.7], [0.2, 0.1, -1.3], [0.7, 0.3, -0.3], [-1.6, -0.1, 2.1], [0.6, 1.2, -2.5], [0.5, 0.3, -0.8], [-1.4, 2.9, 1.3], [2.2, -0.3, 1.6], [-1.5, -0.5, -0.7], [-0.6, 1.6, -2.2], [0.8, -2.0, 1.4], [2.1, 1.6, 2.5], [-1.1, 0.3, 0.1]], "largest_force_ha_per_bohr": 0.1081, "spin_multiplicity": 1, "gap_ev": 9.08, "de_lowest_kj_mol": 329.8, "total_charge": 0}

=====

No. 2
{"formula": "C10H18Si2", "method": "ωB97M-V/def2-TZVPD", "species": ["Si", "Si", "C", "C", "C", "C", "C", "C", "C", "C", "C", "C", "H", "H", "H", "H", "H", "H", "H", "H", "H", "H", "H", "H", "H", "H", "H", "H", "H", "H"], "positions_angstrom": [[2.7845, 0.4128, 0.0617], [0.7022, -0.4990, 0.3752], [-1.6263, 0.7531, 1.4177], [-1.5644, 0.6681, -0.9660], [-2.8461, 1.3975, 1.3681], [-3.4338, 1.6753, 0.1440], [-3.3714, -2.5498, -0.0038], [-0.9616, 0.3750, 0.2526], [1.8172, -0.6965, -1.1920], [3.1227, 2.2068, -0.4795], [-2.7904, 1.3066, -1.0237], [4.3295, -0.3552, 0.8739], [3.9633, 2.2643, -1.1671], [1.4921, -0.2392, -2.1181], [2.1888, -1.6929, -1.3988], [2.2532, 2.6223, -0.9798], [-4.1832, -1.9850, -0.4447], [-3.2468, 1.5150, -1.9819], [-4.3890, 2.1758, 0.1044], [-1.1796, 0.5324, 2.3767], [-1.0687, 0.3805, -1.8814], [4.9672, 0.4007, 1.3257], [3.3491, 2.8400, 0.3733], [4.0417, -1.0546, 1.6527], [-2.9620, -3.2271, -0.7418], [-3.7414, -3.1133, 0.8425], [4.9270, -0.9034, 0.1503], [-2.6005, -1.8658, 0.3214], [-3.3445, 1.6850, 2.2826], [0.4842, -1.7555, 1.1089]], "forces_ev_per_angstrom": [[0.1, -0.1, -0.2], [0.3, 0.3, -0.5], [0.2, -0.1, 0.1], [0.2, -0.1, -0.1], [-0.2, 0.1, 0.1], [0.0, 0.0, 0.0], [0.0, 0.0, 0.0], [0.4, 0.0, -0.1], [0.0, 0.4, 0.8], [-0.3, -0.6, 0.1], [-0.1, 0.1, -0.1], [-0.5, 0.1, -0.2], [0.1, -0.1, -0.1], [-0.1, 0.2, -0.1], [0.1, -0.2, 0.1], [-0.2, 0.1, -0.1], [-0.1, 0.1, -0.1], [0.0, 0.0, 0.0], [-0.1, 0.1, 0.0], [0.0, 0.0, 0.2], [0.0, 0.0, -0.2], [0.0, 0.2, 0.0], [0.0, 0.0, 0.2], [0.0, -0.1, 0.1], [0.1, -0.2, -0.1], [-0.1, -0.1, 0.2], [0.1, 0.0, -0.2], [0.2, 0.2, 0.1], [0.0, 0.0, 0.1], [0.2, -0.1, 0.2]], "largest_force_ha_per_bohr": 0.0176, "spin_multiplicity": 1, "gap_ev": 8.92, "smiles": "C[Si]1(C)C[Si@@H]1c1ccccc1.C", "de_lowest_kj_mol": 0.0, "total_charge": 0}

=====

No. 3
{"formula": "C10H19AlBr3FO9", "method": "ωB97M-V/def2-TZVPD", "species": ["Br", "Br", "Br", "Al", "F", "O", "O", "O", "O", "O", "O", "O", "O", "O", "C", "C", "C", "C", "C", "C", "C", "C", "C", "C", "H", "H", "H", "H", "H", "H", "H", "H", "H", "H", "H", "H", "H", "H", "H", "H", "H", "H", "H"], "positions_angstrom": [[-3.2827, -1.1988, 2.9248], [-2.3096, -3.2796, 0.6415], [-3.8585, -0.4207, -0.0670], [2.0808, 1.1755, 0.4960], [-0.2856, -0.3681, 0.6263], [3.9008, -4.0591, 3.8992], [0.1207, 3.4077, -0.1623], [2.7377, -2.2691, 4.4770], [-1.2250, 4.3347, -1.7047], [-1.6078, -0.2858, -2.8124], [0.1734, 0.9322, -2.0457], [2.1132, -3.5097, 2.6980], [-0.8377, 1.2409, -4.0412], [-2.1016, 3.2592, -0.0659], [1.1703, -2.5418, 2.3437], [-0.7093, 0.7167, -2.8264], [-2.6369, -1.4013, 1.1197], [0.2397, 2.0094, -4.5925], [-2.0542, 2.4910, 1.1204], [3.9446, -5.3161, 3.2343], [2.9188, -3.2130, 3.7618], [-1.4508, -1.1962, -1.7594], [-0.2606, 5.2752, -2.1523], [-0.9830, 3.6184, -0.6287], [0.2308, 1.8408, -5.6683], [-1.6920, 3.1183, 1.9368], [3.1369, -5.9630, 3.5888], [0.1062, 3.0799, -4.4515], [-1.6707, -0.8979, 1.0902], [4.8313, -5.9287, 3.3724], [-0.7440, 6.0195, -2.7766], [1.1749, 1.6038, -4.2111], [-1.7811, -0.9605, -0.7316], [0.6159, -2.9816, 1.5129], [0.4906, -2.1425, 3.0979], [3.7684, -5.2250, 2.1628], [0.2699, 5.7613, -1.3334], [-2.9981, 2.0456, 1.4106], [-1.2830, 1.7220, 1.0045], [-0.4269, -1.5519, -1.6302], [1.6949, -1.6712, 1.9147], [-2.0494, -2.0678, -2.0363], [0.5288, 4.7975, -2.7367]], "forces_ev_per_angstrom": [[0.6, 0.0, -0.5], [-0.1, 1.6, 0.2], [1.3, -0.7, 0.4], [-1.1, 0.2, -0.3], [-0.6, -0.3, 0.4], [1.1, -0.3, 0.5], [0.5, -0.5, 0.1], [0.0, 0.2, -0.1], [-0.9, -0.2, 0.0], [-0.4, -0.4, 2.2], [-0.3, 0.0, 0.8], [0.3, -0.4, 0.6], [-0.6, 0.2, 0.5], [-2.0, -0.5, -0.3], [-0.1, 0.8, -1.2], [1.4, 0.3, -2.8], [-4.2, -2.2, 1.3], [0.4, -0.2, -0.4], [1.8, -0.1, 0.7], [-1.4, -1.3, -1.0], [-0.6, -0.1, -0.4], [0.0, -1.8, -2.2], [1.4, 0.2, -0.3], [1.3, 1.0, 0.3], [-0.3, -0.2, 0.1], [-0.2, 0.1, 0.1], [-0.1, 0.3, 0.2], [0.0, -0.1, 0.5], [2.9, 1.5, -0.4], [0.5, 1.0, 0.5], [-0.3, -0.2, 0.1], [0.1, 0.4, 0.2], [0.2, 1.2, -0.3], [-0.1, 0.0, 0.2], [0.3, -0.5, 0.4], [0.2, 0.3, 0.0], [-0.4, 0.0, 0.2], [-0.3, 0.4, -0.5], [-0.3, -0.2, 0.0], [0.3, 0.5, 0.1], [-0.1, 0.0, 0.1], [-0.1, 0.2, -0.1], [-0.2, -0.2, -0.1]], "largest_force_ha_per_bohr": 0.0957, "spin_multiplicity": 1, "gap_ev": 2.18, "de_lowest_kj_mol": 177.7, "total_charge": 2}

=====

No. 4
{"formula": "C10H19AlClN2O6S", "method": "ωB97M-V/def2-TZVPD", "species": ["Cl", "S", "Al", "O", "O", "O", "O", "O", "O", "N", "N", "C", "C", "C", "C", "C", "C", "C", "C", "C", "C", "H", "H", "H", "H", "H", "H", "H", "H", "H", "H", "H", "H", "H", "H", "H", "H", "H", "H", "H"], "positions_angstrom": [[1.3641, -3.6558, -2.2338], [-5.1710, 1.2328, 1.0990], [2.3677, -2.7028, -0.5085], [2.5290, -5.5342, 0.6237], [0.8144, 1.8990, -1.1983], [-6.5662, 1.4250, 0.7835], [-4.5293, -0.0214, 0.8068], [-1.2512, 1.1091, -1.1688], [1.7825, -3.5750, 0.9993], [4.1799, -2.8087, -0.7068], [1.5881, -4.9048, 0.9811], [-4.2359, 3.6474, 1.5028], [5.4320, -2.1634, -2.7154], [0.5614, -0.5135, -1.3679], [-3.9835, 2.8935, 2.8164], [0.1015, 0.9233, -1.2549], [4.9270, -1.9659, -1.2828], [5.4906, -0.7323, -0.5770], [-4.2260, 2.5858, 0.4085], [1.6609, -0.8530, -0.3405], [-4.9081, 1.6697, 2.8266], [-4.6949, 2.8974, -0.5215], [6.3671, -1.0549, -0.0002], [5.7785, -3.1945, -2.8331], [-5.8855, 1.8936, 3.2491], [-3.4771, 4.4064, 1.3204], [4.7586, -0.3430, 0.1330], [-2.9426, 2.5689, 2.8531], [-4.4742, 0.8090, 3.3284], [-5.2092, 4.1423, 1.5349], [-3.2171, 2.2194, 0.2137], [1.2101, -0.7784, 0.6600], [-0.2943, -1.1711, -1.1899], [-1.7034, 0.3201, -1.4899], [0.9167, -0.6732, -2.3911], [6.2548, -1.4888, -2.9743], [5.8079, 0.0527, -1.2694], [2.4358, -0.0817, -0.3911], [-4.1629, 3.5238, 3.6863], [4.6041, -2.0030, -3.4114]], "forces_ev_per_angstrom": [[0.0, 0.0, 0.1], [0.1, 0.0, 0.0], [0.6, -0.5, 0.4], [0.2, -0.1, -0.3], [-0.5, -0.7, 0.0], [0.0, 0.0, 0.0], [-0.1, -0.1, -0.1], [-0.2, 0.2, -0.3], [-0.3, -0.2, -0.6], [-0.2, 1.3, -0.8], [-0.1, 0.3, 0.6], [0.0, 0.0, 0.0], [0.2, -0.2, 0.1], [0.1, 0.2, 0.3], [0.0, 0.0, 0.0], [0.6, 0.6, 0.1], [0.0, -0.7, 0.4], [0.0, -0.1, 0.1], [0.1, 0.2, 0.0], [-0.3, 0.1, -0.1], [0.1, 0.1, 0.1], [0.0, -0.1, 0.0], [-0.1, 0.1, -0.1], [-0.2, 0.1, 0.0], [0.0, 0.0, -0.1], [0.0, 0.0, 0.0], [0.1, 0.0, -0.1], [0.0, 0.0, 0.0], [0.0, 0.0, 0.0], [0.0, 0.0, 0.0], [0.0, 0.0, 0.0], [0.1, 0.1, -0.1], [0.1, -0.1, -0.3], [0.0, -0.2, 0.3], [-0.1, 0.0, 0.1], [-0.1, 0.0, 0.0], [-0.1, 0.0, 0.1], [0.0, -0.1, 0.0], [0.0, 0.0, 0.0], [0.0, 0.0, 0.0]], "largest_force_ha_per_bohr": 0.0301, "spin_multiplicity": 1, "gap_ev": 6.76, "total_charge": -1}